Entry w
ORCA calculation (ωB97M-V with the def2-TZVPD basis set) on an isolated molecule of C2H5P.

Calculated values
Kohn-Sham gap ... 8.6 eV
Structure (SMILES) ... C=PC
HOMO energy ... -0.325 Eh

Positions of all 8 atoms, in Å:
1 C -1.5013 0.5525 -0.2407
2 C 0.8670 -0.6730 -0.1387
3 P -0.9572 -1.2057 0.1892
4 H -2.5604 0.5587 -0.2071
5 H -0.7150 1.2501 -0.5615
6 H 0.7683 0.3762 -0.4627
7 H 1.2696 -0.5500 0.8459
8 H 1.5599 -1.2966 -0.7230

***

Entry x
ORCA calculation (ωB97M-V with the def2-TZVPD basis set) on a structure of composition C2H5P.

Calculated values
Kohn-Sham gap ... 10.3 eV
HOMO energy ... -0.345 Eh

Positions of all 8 atoms, in Å:
1 C -0.3786 0.0182 -0.7135
2 C 0.4199 0.6191 0.4489
3 P 0.6532 -1.1430 0.2038
4 H -1.4342 0.0117 -0.8896
5 H 0.0278 0.0816 -1.6545
6 H 1.3536 1.1466 0.1335
7 H 0.0835 1.1838 1.3538
8 H -0.7252 -1.9181 1.1177

***

Energetically preferred structure: entry w | next structure: +0.062 eV

***

Entry w
ORCA calculation (ωB97M-V with the def2-TZVPD basis set) on a cluster of 3 separate species, C2H12NO2S in total.

Calculated values
Total charge ... +1
Kohn-Sham gap ... 10.1 eV
HOMO energy ... -0.484 Eh

Positions of all 18 atoms, in Å:
1 C 0.1491 -1.0341 0.3549
2 C -1.2236 -1.2588 -0.2591
3 S -1.2637 -1.1026 -2.0866
4 N 0.4783 0.4490 0.2618
5 H -0.0026 -1.1942 1.4196
6 H 0.9803 -1.5866 -0.0677
7 H -1.6710 -2.1667 0.0389
8 H -1.9033 -0.4745 0.0803
9 H -2.3942 -1.7501 -2.3541
10 H 1.1957 0.8019 0.9142
11 H 0.4315 0.9513 -0.6442
12 H -0.2810 0.8490 0.8305
13 H -0.0921 0.8047 -2.6662
14 H 0.7375 2.0258 -3.0465
15 O 0.3246 1.5956 -2.2917
16 H 1.1138 1.7085 3.0669
17 H 2.0495 0.5881 3.5500
18 O 1.3712 0.7938 2.8990

***

Entry x
ORCA calculation (ωB97M-V with the def2-TZVPD basis set) on a cluster of 3 separate species, C2H12NO2S in total.

Calculated values
Total charge ... +1
Kohn-Sham gap ... 9.7 eV
HOMO energy ... -0.472 Eh

Positions of all 18 atoms, in Å:
1 C -0.3777 -0.1890 1.3078
2 C 0.7360 0.9895 1.3650
3 S 0.0402 2.7068 0.8518
4 N -0.7704 -0.6669 -0.1588
5 H -0.2475 -1.0525 1.9677
6 H -1.2679 0.4057 1.6702
7 H 1.0074 1.0603 2.5380
8 H 1.5624 0.9152 0.6046
9 H 0.6854 2.8310 -0.3053
10 H -1.7565 -0.5078 -0.3468
11 H -0.3044 0.0358 -0.7767
12 H -0.2405 -1.6835 -0.2617
13 H -0.0121 1.4110 -3.4842
14 H -0.9479 2.2793 -2.6485
15 O -0.4453 1.4251 -2.5948
16 H 0.9293 -3.1548 0.8307
17 H 0.6590 -3.8647 -0.4872
18 O 0.7504 -2.9406 -0.0719

***

Energetically preferred structure: entry w | next structure: +0.873 eV

***

Entry w
ORCA calculation (ωB97M-V with the def2-TZVPD basis set) on an isolated molecule of C4H8ClNOS.

Calculated values
Kohn-Sham gap ... 9.4 eV
HOMO energy ... -0.317 Eh

Positions of all 16 atoms, in Å:
1 C -1.1955 0.3976 0.6626
2 C -0.5912 0.7994 -0.7174
3 C -1.1208 -1.0751 0.7824
4 C 1.8576 0.6737 -0.4324
5 N 0.6297 0.0661 -0.8094
6 O 1.3519 -2.2688 0.0753
7 S 0.2986 -1.5909 -0.5631
8 Cl -2.7172 -1.8720 0.7222
9 H -0.5534 0.8542 1.4079
10 H -2.2755 0.8243 0.9637
11 H -1.1886 0.3476 -1.5089
12 H -0.3101 1.8686 -0.8952
13 H -0.7156 -1.5468 1.6542
14 H 2.5713 -0.1877 -0.3650
15 H 2.1977 1.3021 -1.3418
16 H 1.7612 1.4075 0.3649

***

Entry x
ORCA calculation (ωB97M-V with the def2-TZVPD basis set) on an isolated molecule of C4H8ClNOS.

Calculated values
Kohn-Sham gap (alpha / beta) ... 8.5 / 7.2 eV
HOMO energy (alpha / beta) ... -0.325 / -0.286 Eh

Positions of all 16 atoms, in Å:
1 C -1.0195 0.9888 0.0872
2 C -0.1709 0.3819 -1.0616
3 C -2.0570 0.1812 0.7961
4 C 1.9463 -0.0658 0.2915
5 N 0.9211 -0.4988 -0.6741
6 O 1.2320 -2.6263 0.7447
7 S 0.4485 -2.1056 -0.3527
8 Cl -3.5251 -0.2636 0.0201
9 H -0.3098 1.3937 0.8088
10 H -1.6694 1.8695 -0.2741
11 H -0.8490 -0.0716 -1.7842
12 H 0.3446 1.2152 -1.5722
13 H -1.5933 -0.7868 1.0210
14 H 2.0155 1.0637 0.1380
15 H 1.5279 -0.0122 1.3516
16 H 2.7581 -0.6633 0.4598

***

Energetically preferred structure: entry w | next structure: +1.793 eV

***

Entry w
ORCA calculation (ωB97M-V with the def2-TZVPD basis set) on a structure of composition C31H43As2I2NRuS3SeSi2.

Calculated values
Total charge ... +1
Kohn-Sham gap (alpha / beta) ... 5.4 / 5.6 eV
Spin multiplicity ... 2
HOMO energy (alpha / beta) ... -0.339 / -0.349 Eh

Positions of all 86 atoms, in Å:
1 Ru -0.1122 -0.5495 -0.0960
2 C -0.0541 -0.9283 3.0971
3 C 1.4344 -0.7377 2.8638
4 S 1.8761 -0.4143 1.1185
5 C 2.7523 -1.9999 0.7521
6 C 2.4001 -2.5840 -0.5981
7 S 0.6239 -2.6014 -0.9507
8 C -0.0627 -3.8108 0.2247
9 C -0.3013 -3.3175 1.6414
10 S -0.9916 -1.6164 1.7095
11 H -0.2484 -1.5330 3.9842
12 H -0.5272 0.0442 3.2375
13 H 1.7639 0.1387 3.4198
14 H 2.0258 -1.5875 3.2001
15 H 3.8198 -1.7832 0.7961
16 H 2.5191 -2.7058 1.5456
17 H 2.7980 -1.9646 -1.4033
18 H 2.8127 -3.5864 -0.7167
19 H -1.0054 -4.1153 -0.2311
20 H 0.5881 -4.6868 0.2302
21 H -1.0219 -3.9727 2.1309
22 H 0.6121 -3.3296 2.2342
23 I 0.8977 0.9617 -2.0987
24 I 3.5050 0.8448 -2.1343
25 C -4.9633 -4.6910 -2.0115
26 C -3.6257 -4.7050 -2.3845
27 C -2.8371 -3.5844 -2.1731
28 C -3.3924 -2.4439 -1.5980
29 C -4.7307 -2.4274 -1.2265
30 C -5.5130 -3.5556 -1.4356
31 As -2.2838 -0.8809 -1.3688
32 C -3.4847 0.6133 -1.1443
33 C -4.2089 0.9342 0.0047
34 C -4.9570 2.1455 0.0277
35 C -4.9340 3.0126 -1.0025
36 C -4.1093 2.7732 -2.2433
37 C -3.4205 1.4332 -2.2441
38 C -2.6416 0.9597 -3.3789
39 C -2.4894 1.6118 -4.6039
40 C -1.7536 1.0099 -5.6127
41 C -1.1601 -0.2326 -5.4185
42 C -1.2840 -0.8798 -4.1949
43 C -2.0147 -0.2802 -3.1860
44 H -5.5789 -5.5649 -2.1774
45 H -3.1988 -5.5859 -2.8456
46 H -1.7985 -3.5940 -2.4877
47 H -5.1680 -1.5398 -0.7876
48 H -6.5568 -3.5428 -1.1511
49 H -4.2032 0.2835 0.8682
50 H -5.5541 2.3772 0.9004
51 H -5.4990 3.9343 -0.9696
52 H -4.7626 2.8459 -3.1252
53 H -2.9419 2.5802 -4.7752
54 H -1.6425 1.5138 -6.5635
55 H -0.5899 -0.6897 -6.2161
56 H -0.7936 -1.8334 -4.0358
57 C -2.0269 5.0115 3.2299
58 Si -1.2898 3.3882 3.7922
59 C -2.7041 2.1666 3.9271
60 C -0.4379 3.5885 5.4478
61 As 0.3712 2.4830 2.3590
62 Si 1.2932 4.3964 1.3217
63 C 1.9622 5.4085 2.7491
64 C 2.7020 3.7653 0.2635
65 C 0.0610 5.3223 0.2830
66 H -2.8027 5.3161 3.9381
67 H -2.4963 4.9020 2.2502
68 H -1.2958 5.8182 3.1720
69 H -3.3637 2.4749 4.7435
70 H -2.3874 1.1416 4.1248
71 H -3.2835 2.1636 3.0023
72 H -1.0976 4.0696 6.1741
73 H 0.4610 4.2023 5.3587
74 H -0.1413 2.6189 5.8533
75 H 2.5927 4.7957 3.3973
76 H 1.1624 5.8349 3.3565
77 H 2.5752 6.2360 2.3828
78 H 3.2912 3.0150 0.7942
79 H 3.3701 4.5820 -0.0220
80 H 2.3176 3.3151 -0.6542
81 H -0.7859 5.6781 0.8676
82 H -0.3192 4.6943 -0.5241
83 H 0.5397 6.1925 -0.1757
84 Se -1.0898 1.6560 0.6727
85 C -3.1079 3.8500 -2.4074
86 N -2.3339 4.6871 -2.5395

***

Entry x
ORCA calculation (ωB97M-V with the def2-TZVPD basis set) on a structure of composition C31H43As2I2NRuS3SeSi2.

Calculated values
Total charge ... +1
Kohn-Sham gap (alpha / beta) ... 4.3 / 4.3 eV
Spin multiplicity ... 2
HOMO energy (alpha / beta) ... -0.365 / -0.363 Eh

Positions of all 86 atoms, in Å:
1 Ru -0.8915 -0.2082 0.3490
2 C -3.0976 -2.0639 2.6049
3 C -1.8423 -1.7860 3.4110
4 S -0.7125 -0.4977 2.7214
5 C 0.9077 -1.3264 2.8665
6 C 1.0947 -2.5332 1.9703
7 S 0.4400 -2.2608 0.2738
8 C -0.5716 -3.7604 0.0099
9 C -1.7833 -3.9342 0.8999
10 S -2.8642 -2.4598 0.8367
11 H -3.7609 -1.1918 2.5885
12 H -3.6252 -2.9071 3.0521
13 H -1.2588 -2.6954 3.5542
14 H -2.1364 -1.4041 4.3904
15 H 1.0369 -1.5868 3.9181
16 H 1.6229 -0.5321 2.6163
17 H 0.6100 -3.4220 2.3741
18 H 2.1649 -2.7281 1.8516
19 H 0.1063 -4.6076 0.1053
20 H -0.8816 -3.6710 -1.0341
21 H -1.5213 -4.1180 1.9399
22 H -2.3755 -4.7724 0.5325
23 I -0.8783 -0.0230 -2.2727
24 I -0.6423 -3.0634 -3.8409
25 C 7.2248 -0.8679 1.1423
26 C 6.3370 -0.0837 1.8610
27 C 5.0213 0.0297 1.4493
28 C 4.5878 -0.6259 0.3032
29 C 5.4737 -1.4283 -0.4019
30 C 6.7886 -1.5463 0.0158
31 As 2.7584 -0.2841 -0.3107
32 C 2.7919 -1.2898 -1.9702
33 C 2.6532 -2.6553 -2.1269
34 C 2.6890 -3.2174 -3.3971
35 C 2.8668 -2.4044 -4.5122
36 C 3.0183 -1.0395 -4.3663
37 C 2.9859 -0.4633 -3.0965
38 C 3.1832 0.9448 -2.7874
39 C 3.4068 1.9670 -3.7080
40 C 3.6364 3.2567 -3.2681
41 C 3.6487 3.5496 -1.9109
42 C 3.4038 2.5484 -0.9831
43 C 3.1675 1.2567 -1.4144
44 H 8.2577 -0.9407 1.4520
45 H 6.6710 0.4492 2.7387
46 H 4.3294 0.6465 2.0123
47 H 5.1424 -1.9541 -1.2897
48 H 7.4714 -2.1599 -0.5552
49 H 2.5220 -3.2958 -1.2604
50 H 2.5791 -4.2856 -3.5171
51 H 2.8851 -2.8568 -5.4930
52 H 3.1557 -0.4203 -5.2392
53 H 3.4075 1.7518 -4.7658
54 H 3.8056 4.0420 -3.9878
55 H 3.8336 4.5593 -1.5779
56 H 3.4084 2.7734 0.0775
57 C -5.1515 2.6763 -1.6362
58 Si -4.9292 0.8463 -1.1178
59 C -4.6219 -0.3077 -2.6043
60 C -6.4094 0.2194 -0.0705
61 As -3.0545 0.8445 0.5016
62 Si -3.1908 2.8750 1.8373
63 C -5.0062 2.9350 2.4380
64 C -2.0608 2.6495 3.3619
65 C -2.7207 4.4110 0.8023
66 H -5.9255 2.7794 -2.3892
67 H -4.2308 3.0717 -2.0563
68 H -5.4310 3.2930 -0.7875
69 H -5.5583 -0.5380 -3.1037
70 H -4.1705 -1.2497 -2.3037
71 H -3.9647 0.1528 -3.3366
72 H -7.3564 0.4024 -0.5680
73 H -6.4399 0.7172 0.8952
74 H -6.3349 -0.8500 0.1040
75 H -5.2824 2.0069 2.9295
76 H -5.6881 3.0904 1.6108
77 H -5.1512 3.7418 3.1457
78 H -2.4200 1.8547 4.0120
79 H -2.0211 3.5627 3.9476
80 H -1.0391 2.4116 3.0731
81 H -3.3928 4.5453 -0.0398
82 H -1.7105 4.3191 0.4088
83 H -2.7538 5.3089 1.4107
84 Se 0.2904 2.3022 0.3848
85 C 1.3683 1.9120 1.7399
86 N 2.1068 1.6112 2.5797

***

Energetically preferred structure: entry w | next structure: +2.979 eV

***

Entry w
ORCA calculation (ωB97M-V with the def2-TZVPD basis set) on a structure of composition C2H3N2O2.

Calculated values
Total charge ... +1
Kohn-Sham gap ... 6.2 eV
HOMO energy ... -0.535 Eh

Positions of all 9 atoms, in Å:
1 C 0.6117 0.0224 -1.1587
2 C -1.4504 -0.5033 0.1231
3 N 1.8322 0.1456 -0.9392
4 N -0.2976 -0.3241 -0.2872
5 O -1.3066 0.4743 2.0592
6 O 2.9080 0.2475 -1.0366
7 H 0.2922 0.2194 -2.3274
8 H -0.5607 -0.5229 2.4362
9 H -2.0288 0.2410 1.1305

***

Entry x
ORCA calculation (ωB97M-V with the def2-TZVPD basis set) on a cluster of 2 separate species, C2H3N2O2 in total.

Calculated values
Total charge ... +1
Kohn-Sham gap ... 12.0 eV
HOMO energy ... -0.602 Eh

Positions of all 9 atoms, in Å:
1 C 0.0298 0.0102 -1.2020
2 C -0.1140 0.8299 1.0134
3 N 0.4546 -1.0510 -1.0149
4 N -0.2060 1.1721 2.1237
5 O -0.6064 0.9020 -1.8086
6 O 1.2279 -1.7575 -0.2244
7 H -1.4439 1.1425 -1.4511
8 H -0.4591 1.4215 3.0086
9 H 1.1169 -2.6699 -0.4446

***

Energetically preferred structure: entry x | next structure: +5.746 eV

***

Entry w
ORCA calculation (ωB97M-V with the def2-TZVPD basis set) on a cluster of 2 separate species, C5H7BrIN2S in total.

Calculated values
Total charge ... +1
Kohn-Sham gap (alpha / beta) ... 9.0 / 4.9 eV
HOMO energy (alpha / beta) ... -0.491 / -0.426 Eh

Positions of all 17 atoms, in Å:
1 C 0.0803 -0.2513 1.4328
2 C -1.4791 -0.0407 -1.1975
3 C -1.2528 -1.3853 -0.6596
4 C 1.3671 1.4497 0.3776
5 C 0.2385 0.8568 0.7180
6 N -0.2204 -1.1237 2.1288
7 N 1.4843 2.4163 -0.5402
8 S -1.4772 1.2764 0.1241
9 Br -2.4857 -2.5663 0.0046
10 I 2.2040 -3.1738 0.4831
11 H -0.7176 0.0582 -1.8784
12 H -2.4515 0.0106 -1.5707
13 H -0.2564 -1.7345 -0.3014
14 H 2.1972 0.8220 0.6181
15 H -0.4202 -2.1039 2.2651
16 H 0.7945 2.9109 -0.9526
17 H 2.3948 2.5784 -1.0518

***

Entry x
ORCA calculation (ωB97M-V with the def2-TZVPD basis set) on the ion C5H7BrIN2S with charge +1.

Calculated values
Total charge ... +1
Kohn-Sham gap ... 8.3 eV
HOMO energy ... -0.466 Eh

Positions of all 17 atoms, in Å:
1 C -1.6086 -1.3428 -0.2703
2 C 2.0304 0.5505 -0.1989
3 C 1.8880 -0.8366 0.4193
4 C -1.2847 1.0932 0.1027
5 C -0.8528 -0.1853 -0.4181
6 N -1.2611 -2.4946 -0.4682
7 N -0.6325 2.2797 0.1340
8 S 0.8263 -0.5371 -1.0294
9 Br 3.5875 -1.9232 0.1806
10 I -3.8711 -1.1295 0.2199
11 H 1.7549 1.5458 0.2329
12 H 2.8456 0.7853 -0.9814
13 H 1.5576 -0.9951 1.4328
14 H -2.2108 1.1290 0.5825
15 H -2.0354 -3.2238 -0.3583
16 H 0.2755 2.2854 -0.2711
17 H -1.0088 2.9990 0.6911

***

Energetically preferred structure: entry x | next structure: +1.136 eV